No. 1
{
  "formula": "C5H5IN2O2",
  "method": "ωB97M-V with the def2-TZVPD basis set",
  "species": ["C", "C", "C", "C", "C", "N", "N", "O", "O", "I", "H", "H", "H", "H", "H"],
  "coordinates": [[-2.54, -0.21, 0.33], [-1.86, 0.22, -0.87], [-0.39, -0.09, -0.88], [1.85, 0.31, 1.23], [1.31, -0.92, 0.57], [-3.09, -0.63, 1.26], [-2.56, 1.02, -1.73], [0.33, 0.23, -1.80], [-0.05, -0.73, 0.24], [-1.80, 1.75, -3.44], [0.96, 0.94, 1.51], [2.32, -0.02, 2.15], [2.55, 0.78, 0.52], [1.25, -1.61, 1.36], [1.74, -1.05, -0.46]],
  "nbo_charge": [0.23, 0.02, 0.74, -0.64, -0.10, -0.25, -0.47, -0.56, -0.48, 0.41, 0.23, 0.22, 0.23, 0.21, 0.22],
  "charge": 0,
  "e_above_lowest_ev": 0.000,
  "smiles": "CCOC(=O)/C(C#N)=N\\I",
  "total_energy_ha": -751.12602
}

***

No. 2
{
  "formula": "C5H5IOS",
  "method": "ωB97M-V with the def2-TZVPD basis set",
  "species": ["C", "C", "C", "C", "C", "O", "S", "I", "H", "H", "H", "H", "H"],
  "coordinates": [[1.17, -1.68, -0.26], [0.72, -0.32, -0.45], [1.65, 0.60, -0.02], [3.23, -0.43, 0.60], [-0.63, 0.09, -0.84], [1.62, 1.82, 0.48], [2.80, -2.00, 0.11], [4.92, 0.48, -0.14], [0.49, -2.50, -0.52], [-1.01, 1.17, -0.36], [-0.82, 0.26, -1.97], [-1.36, -0.74, -0.74], [2.47, 2.33, 0.60]],
  "nbo_charge": [-0.39, -0.24, 0.47, -0.70, -0.64, -0.68, 0.57, 0.15, 0.24, 0.24, 0.23, 0.23, 0.52],
  "charge": 0,
  "e_above_lowest_ev": 3.319,
  "total_energy_ha": -964.48150
}

***

No. 3
{
  "formula": "C5H5N",
  "method": "ωB97M-V with the def2-TZVPD basis set",
  "species": ["C", "C", "C", "N", "C", "C", "H", "H", "H", "H", "H"],
  "coordinates": [[0.76, 0.34, -0.56], [0.16, -1.09, -0.31], [-0.69, 0.09, -0.70], [-1.04, 0.74, 0.58], [0.40, 0.61, 0.91], [0.51, -0.88, 1.09], [1.52, 0.66, -1.27], [0.31, -2.00, -0.89], [-1.31, 0.16, -1.59], [0.86, 1.35, 1.57], [-1.49, 0.02, 1.17]],
  "nbo_charge": [-0.19, -0.37, -0.07, -0.56, -0.18, 0.09, 0.26, 0.24, 0.23, 0.22, 0.34],
  "charge": 0,
  "e_above_lowest_ev": 6.106,
  "total_energy_ha": -248.05064
}

***

No. 4
{
  "formula": "C5H5N",
  "method": "ωB97M-V with the def2-TZVPD basis set",
  "species": ["C", "C", "C", "C", "C", "N", "H", "H", "H", "H", "H"],
  "coordinates": [[-1.04, -0.89, -0.24], [-0.11, -0.33, -1.15], [0.59, 0.85, -0.76], [0.18, 0.33, 1.47], [-0.71, -0.79, 1.08], [0.60, 1.26, 0.46], [-1.81, -1.55, -0.59], [0.01, -0.73, -2.14], [1.02, 1.48, -1.53], [-0.25, 0.92, 2.30], [1.08, -0.13, 1.90]],
  "nbo_charge": [-0.34, -0.16, 0.01, -0.42, 0.10, -0.35, 0.22, 0.21, 0.20, 0.26, 0.26],
  "charge": 0,
  "e_above_lowest_ev": 4.084,
  "total_energy_ha": -248.12497
}

***

No. 5
{
  "formula": "C5H5N",
  "method": "ωB97M-V with the def2-TZVPD basis set",
  "species": ["C", "C", "C", "C", "C", "N", "H", "H", "H", "H", "H"],
  "coordinates": [[-0.74, -2.72, 1.79], [-0.91, -1.83, 1.04], [1.82, 0.70, -0.65], [-1.23, -0.20, 0.01], [-0.46, 0.96, -0.03], [0.61, 1.12, -0.71], [2.25, 0.17, 0.12], [2.53, 0.89, -1.48], [-0.90, -0.76, -0.88], [-2.24, -0.31, 0.41], [-0.73, 1.97, 0.38]],
  "nbo_charge": [-0.07, -0.37, 0.03, -0.51, 0.12, -0.35, 0.18, 0.19, 0.26, 0.29, 0.22],
  "charge": 0,
  "e_above_lowest_ev": 9.658,
  "total_energy_ha": -247.92013
}

***

No. 6
{
  "formula": "C5H5N",
  "method": "ωB97M-V with the def2-TZVPD basis set",
  "species": ["C", "C", "C", "C", "C", "N", "H", "H", "H", "H", "H"],
  "coordinates": [[0.72, 1.48, 0.64], [0.71, 0.54, -0.53], [-0.25, -0.43, -0.69], [-1.46, -0.90, -0.59], [-1.87, -2.15, -0.13], [-2.30, -3.17, 0.26], [1.09, 0.98, 1.54], [-0.30, 1.82, 0.84], [1.38, 2.34, 0.45], [0.74, -1.06, -0.57], [1.56, 0.56, -1.21]],
  "nbo_charge": [-0.67, -0.04, -0.32, -0.12, 0.18, -0.31, 0.25, 0.24, 0.23, 0.33, 0.22],
  "charge": 0,
  "e_above_lowest_ev": 5.091,
  "total_energy_ha": -248.08796
}

***

No. 7
{
  "formula": "C5H5N",
  "method": "ωB97M-V with the def2-TZVPD basis set",
  "species": ["C", "C", "C", "C", "C", "N", "H", "H", "H", "H", "H"],
  "coordinates": [[-2.08, 0.29, 0.00], [-2.44, 1.52, -0.14], [-0.91, -0.52, -0.10], [1.29, 0.47, 0.33], [0.49, -0.64, -0.36], [-2.28, -1.16, 0.27], [1.74, 0.10, 1.25], [0.64, 1.31, 0.59], [2.08, 0.84, -0.31], [0.85, -1.64, -0.07], [0.61, -0.56, -1.45]],
  "nbo_charge": [-0.36, 0.11, 0.41, -0.59, -0.52, -0.26, 0.22, 0.23, 0.23, 0.25, 0.28],
  "charge": 0,
  "e_above_lowest_ev": 7.655,
  "total_energy_ha": -247.99374
}

***

No. 8
{
  "formula": "C5H5N",
  "method": "ωB97M-V with the def2-TZVPD basis set",
  "species": ["C", "C", "C", "C", "C", "N", "H", "H", "H", "H", "H"],
  "coordinates": [[2.30, 0.89, 0.27], [0.15, -1.23, 0.79], [1.61, 0.14, -0.39], [-0.61, -0.53, -0.02], [-1.74, 0.32, -0.32], [0.70, -0.87, -0.53], [3.02, 1.66, 0.31], [0.76, -1.84, 1.34], [-1.31, 1.21, -0.86], [-2.42, 0.45, 0.47], [-2.44, -0.19, -1.04]],
  "nbo_charge": [-0.33, -0.06, 0.15, 0.21, -0.68, -0.50, 0.23, 0.24, 0.25, 0.25, 0.24],
  "charge": 0,
  "e_above_lowest_ev": 6.427,
  "smiles": "C#CN1C=C1C",
  "total_energy_ha": -248.03883
}

***

No. 9
{
  "formula": "C5H5N",
  "method": "ωB97M-V with the def2-TZVPD basis set",
  "species": ["C", "C", "C", "C", "C", "N", "H", "H", "H", "H", "H"],
  "coordinates": [[-1.25, -0.59, -0.46], [-0.21, 0.07, 0.46], [1.19, -0.31, 0.20], [2.37, -0.46, 0.01], [-0.26, 1.54, 0.32], [-0.25, 2.69, 0.16], [-1.25, -1.67, -0.32], [-2.25, -0.20, -0.21], [-1.04, -0.36, -1.51], [-0.46, -0.17, 1.51], [3.42, -0.54, -0.16]],
  "nbo_charge": [-0.58, -0.39, -0.02, -0.18, 0.29, -0.31, 0.22, 0.22, 0.23, 0.27, 0.24],
  "charge": 0,
  "e_above_lowest_ev": 2.189,
  "smiles": "C#C[C@H](C)C#N",
  "total_energy_ha": -248.19457
}

***

No. 10
{
  "formula": "C5H5N",
  "method": "ωB97M-V with the def2-TZVPD basis set",
  "species": ["C", "C", "C", "C", "C", "N", "H", "H", "H", "H", "H"],
  "coordinates": [[-2.69, 0.25, -0.01], [-0.38, 0.91, -0.06], [-1.51, -0.28, 0.04], [0.49, -0.09, 0.00], [1.90, -0.53, -0.07], [-0.54, -1.09, 0.02], [-3.47, 0.87, 0.34], [-0.49, 1.95, -0.12], [1.96, -1.69, 0.17], [2.44, -0.09, 0.70], [2.29, -0.22, -1.00]],
  "nbo_charge": [-0.08, -0.21, 0.12, 0.21, -0.65, -0.55, 0.23, 0.22, 0.25, 0.23, 0.24],
  "charge": 0,
  "e_above_lowest_ev": 7.187,
  "total_energy_ha": -248.01092
}

***

No. 11
{
  "formula": "C5H5N2",
  "method": "ωB97M-V with the def2-TZVPD basis set",
  "species": ["C", "C", "C", "C", "C", "N", "N", "H", "H", "H", "H", "H"],
  "coordinates": [[-2.54, 0.63, -0.03], [-1.28, 0.65, 0.12], [0.17, -2.80, -0.16], [2.35, 1.38, 0.03], [0.00, 0.64, 0.00], [0.10, -1.70, 0.11], [1.15, 1.05, -0.08], [-3.06, 1.20, 0.69], [-2.95, -0.30, -0.60], [0.22, -3.90, -0.24], [3.22, 0.78, 0.44], [2.61, 2.37, -0.29]],
  "nbo_charge": [-0.29, 0.06, 0.18, 0.04, 0.40, -0.41, -0.28, 0.27, 0.29, 0.27, 0.24, 0.23],
  "charge": 1,
  "e_above_lowest_ev": 2.539,
  "total_energy_ha": -302.59052
}

***

No. 12
{
  "formula": "C5H5N2O2S",
  "method": "ωB97M-V with the def2-TZVPD basis set",
  "species": ["C", "C", "C", "C", "C", "N", "N", "O", "O", "S", "H", "H", "H", "H", "H"],
  "coordinates": [[-2.54, -0.15, -0.12], [-0.26, 0.17, 0.21], [-1.54, 0.80, 0.07], [-0.27, -1.22, 0.20], [1.94, -0.22, -0.28], [1.02, 0.82, 0.18], [1.81, -1.46, 0.49], [2.22, -2.53, -0.14], [-1.79, 2.10, 0.14], [-1.83, -1.75, -0.06], [-3.62, -0.03, -0.01], [1.75, -0.44, -1.26], [3.00, -0.02, -0.23], [1.32, 1.13, 1.08], [-1.21, 2.80, -0.27]],
  "nbo_charge": [-0.56, -0.09, 0.24, -0.37, -0.12, -0.64, 0.04, -0.56, -0.72, 0.38, 0.21, 0.17, 0.18, 0.35, 0.49],
  "charge": -1,
  "e_above_lowest_ev": 5.938,
  "total_energy_ha": -851.57104
}

***

What is the charge in the sixth record? 0